The molecule C6H9N. Source: OMol25; level of theory: ωB97M-V/def2-TZVPD.

Geometry as XYZ:
```
16
Properties=species:S:1:pos:R:3:lowdin_charge:R:1
C -1.91 -1.63 2.14 -0.12
C -1.23 -0.63 1.32 -0.09
C -0.71 0.25 0.68 -0.05
C -0.12 1.34 -0.12 -0.22
C 1.36 1.25 -0.38 -0.16
C 1.22 -0.33 -2.20 -0.04
N 1.82 0.58 -1.44 -0.11
H -2.23 -2.49 1.55 0.07
H -2.81 -1.19 2.58 0.08
H -1.28 -1.99 2.96 0.07
H -0.35 2.29 0.39 0.11
H -0.63 1.39 -1.09 0.11
H 2.08 1.79 0.21 0.10
H 1.71 -0.66 -3.11 0.05
H 0.30 -0.75 -1.83 0.05
H 2.80 0.76 -1.68 0.15
```

Results
ΔE to the lowest compared entry with this formula, charge and spin (eV): 4.010
DFT total energy (Ha): -288.6347
2S+1: 1